[1]
Computed, not measured: a molecular structure, C43H40BrN5O3PSTi, with ωB97M-V/def2-TZVPD.

Results
LUMO energy = -9.8248 eV
spin multiplicity = 1
E_HOMO = -16.262 eV
total charge = +3
maximum force = 1.49 eV Å⁻¹
relative energy (zero: lowest compared OMol25 entry of this formula, charge and spin) = 0.994 eV
E_tot = -6324.388194 a.u.

Structure (XYZ):
```
95
Properties=species:S:1:pos:R:3:forces:R:3
Ti 0.5653 -0.1928 -0.1345 -0.006 -0.855 0.397
C 1.9093 -2.8212 2.9949 0.065 0.010 0.136
C 2.6906 -1.5482 2.6876 -0.170 -0.145 -0.194
C 3.5747 -1.6912 1.4507 0.060 0.012 0.231
C 1.8097 -0.2939 2.6223 0.119 -0.053 -0.125
C 1.3857 0.1674 4.0121 -0.042 0.051 -0.005
O -0.0493 0.3480 3.9202 0.130 0.015 0.137
C -0.4754 -0.0381 2.7532 0.132 -0.108 -0.063
N 0.4629 -0.4196 1.9055 -0.127 -0.108 -0.077
C -1.9430 -0.0344 2.6192 -0.068 0.022 -0.036
C -2.6464 0.1538 3.8187 0.084 -0.030 0.022
C -4.0260 0.2057 3.8446 -0.109 0.020 -0.015
C -4.7403 0.0920 2.6626 0.019 0.000 0.060
C -4.0608 -0.0920 1.4680 -0.030 0.019 -0.049
C -2.6722 -0.1757 1.4236 0.163 -0.097 -0.032
P -1.9943 -0.2746 -0.2682 -0.597 0.273 0.173
C -2.8475 -1.6237 -1.1338 0.224 -0.088 0.041
C -2.6408 -1.7720 -2.5058 -0.014 -0.113 -0.001
C -3.2697 -2.7912 -3.2087 0.021 0.017 -0.008
C -4.0907 -3.6877 -2.5428 -0.004 -0.020 0.053
C -4.2880 -3.5574 -1.1721 -0.008 -0.042 -0.019
C -3.6714 -2.5354 -0.4692 -0.020 0.035 0.019
C -2.6489 1.2888 -0.9482 0.156 -0.030 -0.111
C -3.2869 1.3589 -2.1876 0.006 -0.005 0.023
C -3.7696 2.5757 -2.6521 -0.014 -0.026 -0.039
C -3.6290 3.7231 -1.8868 0.017 0.030 0.020
C -3.0134 3.6562 -0.6416 -0.025 0.013 0.006
C -2.5263 2.4495 -0.1732 -0.026 -0.074 -0.052
H 2.5981 -3.6106 3.2958 -0.050 -0.003 -0.009
H 1.3743 -3.1840 2.1167 -0.019 0.003 -0.029
H 1.1974 -2.6879 3.8164 0.004 -0.028 -0.068
H 3.3551 -1.3585 3.5363 0.017 0.032 0.016
H 2.9935 -1.6112 0.5307 -0.029 -0.072 -0.091
H 4.0730 -2.6612 1.4368 -0.020 0.021 -0.010
H 4.3447 -0.9190 1.4271 -0.043 -0.001 -0.050
H 2.3619 0.5037 2.1273 -0.053 0.034 0.021
H 1.8309 1.1109 4.3118 -0.063 0.074 -0.020
H 1.5689 -0.5799 4.7804 -0.037 -0.042 0.033
H -2.1015 0.2594 4.7441 -0.007 0.006 -0.007
H -4.5395 0.3519 4.7860 0.015 -0.009 -0.030
H -5.8205 0.1598 2.6654 0.017 -0.018 -0.014
H -4.6251 -0.1515 0.5447 -0.007 0.035 0.038
H -2.0033 -1.0853 -3.0402 -0.041 0.029 -0.032
H -3.1253 -2.8791 -4.2782 0.020 -0.001 0.032
H -4.5776 -4.4875 -3.0858 -0.006 0.034 0.005
H -4.9307 -4.2542 -0.6485 0.007 0.033 -0.021
H -3.8472 -2.4472 0.5950 0.025 -0.038 -0.027
H -3.4504 0.4716 -2.7804 -0.002 0.037 -0.023
H -4.2721 2.6197 -3.6106 0.011 -0.010 0.047
H -4.0100 4.6687 -2.2515 0.004 -0.034 0.015
H -2.9168 4.5466 -0.0338 0.004 -0.030 -0.020
H -2.0504 2.4142 0.7980 0.004 0.018 0.049
O 0.3192 3.5223 -1.2067 0.017 0.170 0.310
C 0.2653 2.3454 -1.2527 0.009 0.081 -0.572
O 0.2366 1.5117 -0.1631 -0.134 1.479 -0.005
C 0.2601 1.5246 -2.5003 -0.014 -0.237 0.042
C 0.1833 2.1188 -3.7353 0.039 0.094 -0.025
C 0.1523 1.2978 -4.8546 0.007 -0.049 -0.073
C 0.2008 -0.0773 -4.6740 -0.028 0.124 -0.151
C 0.2888 -0.5944 -3.3968 0.129 -0.069 0.161
N 0.3323 0.1856 -2.3051 -0.112 0.536 0.044
H 0.1541 3.1988 -3.7962 -0.041 -0.022 -0.023
H 0.0851 1.7236 -5.8485 0.018 -0.026 0.039
H 0.1714 -0.7525 -5.5186 0.004 0.003 0.023
H 0.3244 -1.6616 -3.2447 0.001 -0.024 0.039
C 3.2875 5.7876 3.6870 -0.028 -0.013 -0.071
C 3.2784 4.7432 2.6081 -0.121 -0.051 0.155
C 4.1428 4.8063 1.5192 0.101 0.088 -0.077
C 4.1304 3.8171 0.5515 0.070 0.057 -0.188
C 3.2301 2.7928 0.7514 -0.014 -0.027 0.009
Br 3.2452 1.3403 -0.5610 0.131 -0.220 0.007
N 2.3946 2.6758 1.7395 -0.073 0.082 0.026
C 2.4122 3.6572 2.6552 0.002 0.034 -0.003
H 4.2697 5.8425 4.1568 -0.001 -0.015 0.007
H 2.5504 5.5704 4.4577 0.008 0.003 -0.002
H 3.0707 6.7740 3.2757 -0.007 -0.017 -0.015
H 4.8329 5.6366 1.4199 -0.017 -0.031 0.012
H 4.7809 3.8568 -0.3111 0.003 -0.041 0.044
H 1.6918 3.5667 3.4617 0.045 0.008 0.003
N -0.9031 -2.9567 0.7581 0.055 -0.052 0.233
C -0.0196 -3.1249 -0.2378 0.386 -0.154 -0.106
N 0.8407 -2.1782 -0.6427 -0.082 -0.570 -0.144
C 1.7257 -2.7167 -1.6152 -0.017 0.064 0.160
C 2.8105 -2.0661 -2.1852 0.073 0.085 0.003
C 3.5657 -2.7358 -3.1307 0.035 -0.018 -0.060
C 3.2460 -4.0388 -3.5164 -0.005 0.003 -0.012
C 2.1751 -4.7014 -2.9422 0.018 -0.052 -0.050
C 1.4351 -4.0231 -1.9840 -0.112 -0.104 -0.013
S 0.0916 -4.6308 -1.0458 0.024 -0.022 -0.128
H -0.6136 -2.3789 1.5356 0.012 0.065 0.019
H -1.4585 -3.7608 1.0111 -0.060 0.024 0.018
H 3.0725 -1.0535 -1.9041 0.019 -0.014 0.014
H 4.4223 -2.2448 -3.5738 -0.031 -0.003 0.003
H 3.8475 -4.5390 -4.2641 -0.012 -0.004 0.045
H 1.9346 -5.7200 -3.2201 0.015 0.040 0.009
```
Forces are in eV/Å.


[2]
Computed, not measured: a molecular structure, C43H40Cl3GeIrP2Si, with ωB97M-V/def2-TZVPD.

Results
LUMO energy (alpha / beta) = -2.3324 / -5.9739 eV
spin multiplicity = 6
E_HOMO (alpha / beta) = -6.821 / -11.722 eV
total charge = +1
maximum force = 3.08 eV Å⁻¹
relative energy (zero: lowest compared OMol25 entry of this formula, charge and spin) = 0.000 eV
E_tot = -6196.263255 a.u.

Structure (XYZ):
```
91
Properties=species:S:1:pos:R:3:forces:R:3
Ir -0.6386 0.6101 0.5552 1.386 -0.340 1.710
C -4.3781 0.0162 0.4377 -0.737 -0.193 -0.032
Si -2.6781 -0.7872 0.4819 -1.765 -0.145 -0.239
C -2.3294 -1.9630 -0.9162 0.937 1.265 -1.191
C -2.8640 -3.2257 -0.9827 -0.829 -0.050 0.345
C -2.7288 -4.0072 -2.1129 0.005 -2.300 0.235
C -1.8939 -3.5902 -3.1284 0.382 0.616 -0.634
C -1.3178 -2.3182 -3.0950 0.616 0.441 -0.321
C -1.5205 -1.4669 -2.0052 -1.569 -1.264 1.205
P -0.7830 0.1231 -1.6978 1.277 -0.357 -2.780
C 0.6741 0.0012 -2.8310 -0.279 -0.326 0.389
C 1.5608 -1.0852 -2.6782 0.437 0.821 -0.632
C 2.7146 -1.2220 -3.4558 -1.340 0.129 0.748
C 2.9150 -0.2970 -4.4502 -0.231 0.992 -0.351
C 2.0354 0.7748 -4.6347 0.065 0.411 0.315
C 0.8889 0.9391 -3.8340 1.090 -0.458 -0.823
C -1.7257 1.4975 -2.3950 0.695 -2.630 0.572
C -1.1111 2.7021 -2.5267 -0.435 1.902 0.707
C -1.9025 3.7740 -2.9569 0.163 -0.743 -1.519
C -3.1434 3.4443 -3.5876 0.071 1.641 0.465
C -3.6883 2.1609 -3.4973 0.587 1.453 -0.454
C -2.9832 1.1976 -2.8464 -0.342 0.559 -0.240
C -2.4714 -1.8611 1.9994 0.880 1.642 -0.039
C -3.5841 -2.4634 2.5396 -0.430 -0.176 -0.086
C -3.4199 -3.4952 3.4424 0.463 -0.221 -0.225
C -2.1422 -3.9540 3.7521 -0.230 0.983 -0.502
C -1.0426 -3.2323 3.3092 0.383 0.255 0.289
C -1.1832 -2.1024 2.5044 -1.261 -1.315 -0.498
P 0.1844 -1.0808 1.9776 -1.089 0.730 0.747
C 1.3130 -2.1538 1.2204 2.502 -1.208 -1.100
C 2.6806 -1.8625 1.0335 -0.391 0.162 0.687
C 3.5827 -2.7969 0.4910 -0.617 1.632 -0.242
C 3.0572 -3.8027 -0.2696 -0.954 -1.690 -0.510
C 1.6699 -4.0718 -0.2119 0.395 0.492 -0.137
C 0.8471 -3.3169 0.5779 0.155 0.926 0.545
C 0.6333 -0.2339 3.5006 0.346 -0.493 0.382
C 1.8434 0.4353 3.5882 1.317 0.558 -0.803
C 2.3360 0.8969 4.8107 -0.890 0.024 -0.648
C 1.5300 0.8099 5.9311 0.166 -0.776 -0.122
C 0.2666 0.2135 5.8254 0.201 0.113 1.151
C -0.1698 -0.3429 4.6582 -0.041 0.039 -1.009
H -4.5048 0.6550 1.3529 -0.008 -0.534 -0.937
H -5.1886 -0.7727 0.4124 0.799 0.693 0.193
H -4.5423 0.6085 -0.4873 0.244 -0.133 0.648
H -3.4554 -3.5675 -0.1394 -0.020 -0.204 -0.083
H -3.1561 -5.0620 -2.1168 0.490 1.600 -0.119
H -1.6374 -4.2154 -3.9812 -0.328 -0.026 0.196
H -0.6504 -1.9948 -3.9121 -0.489 -0.270 0.429
H 1.3546 -1.9040 -2.0382 -0.350 -0.363 1.064
H 3.3635 -2.0451 -3.2039 0.237 -0.108 -0.434
H 3.7282 -0.3506 -5.1351 0.723 -0.165 -0.201
H 2.3385 1.5557 -5.3478 -0.522 -0.538 0.076
H 0.1623 1.7092 -4.0797 0.408 -0.113 0.174
H -0.0702 2.8177 -2.2122 -0.512 0.236 0.036
H -1.4087 4.7583 -2.9868 -0.795 -0.369 -0.152
H -3.7228 4.2435 -4.1169 0.651 -0.783 0.630
H -4.5899 1.8996 -3.9948 -0.736 0.081 -0.241
H -3.4270 0.2435 -2.8055 -0.099 -1.217 0.338
H -4.5651 -2.1503 2.1851 0.086 -0.208 0.274
H -4.2694 -3.9955 3.8363 -0.621 -0.364 0.316
H -2.0232 -4.8352 4.3317 0.181 -0.523 0.511
H -0.0522 -3.5205 3.6084 0.323 -0.233 0.210
H 2.9934 -0.8497 1.2711 0.459 -0.354 0.408
H 4.6387 -2.5779 0.5224 0.086 0.008 -0.190
H 3.6594 -4.4262 -0.9383 0.024 0.214 0.505
H 1.1455 -4.7977 -0.8044 0.450 -0.568 -0.282
H -0.1907 -3.5169 0.6505 -0.828 -0.508 -0.082
H 2.4934 0.6231 2.6882 -0.880 -0.401 0.915
H 3.3119 1.3404 4.8179 0.288 0.159 0.257
H 1.9607 1.0427 6.8903 -0.253 0.393 0.224
H -0.3677 0.0784 6.7051 0.304 0.257 -0.189
H -1.1309 -0.8444 4.6472 0.143 0.035 -0.122
C 2.2038 4.9510 -0.5356 -0.588 -0.366 -1.543
C 2.8520 3.5630 -0.2137 -0.905 0.888 -0.562
C 3.9008 3.1062 -1.2837 -0.486 -1.712 -1.122
C 3.5658 3.6237 1.1401 -0.571 -0.729 0.542
C 1.6357 2.6979 -0.1665 1.974 -0.499 0.462
C 0.8411 1.8006 0.1893 -0.720 0.548 -0.409
H 2.9238 5.7151 -0.7530 0.665 0.417 0.373
H 1.4125 5.3296 0.1178 0.489 -0.335 0.514
H 1.6799 4.8424 -1.4992 0.112 -0.077 0.092
H 4.8685 3.5682 -1.1613 0.110 0.458 0.409
H 3.7039 3.1392 -2.3967 -0.605 0.553 1.280
H 4.0762 2.0114 -1.1598 -0.039 0.631 0.275
H 4.3358 4.3839 1.0807 0.171 0.064 0.114
H 4.0047 2.6491 1.4060 0.084 0.307 -0.248
H 2.8658 3.8565 1.9564 0.144 0.165 -0.322
Cl -0.5212 3.7236 3.2515 0.357 0.063 -0.077
Ge -1.7658 2.4728 1.9456 -0.349 0.977 0.650
Cl -2.6222 3.8462 0.4565 -0.218 0.045 -0.027
Cl -3.1913 1.7070 3.4839 -0.169 -0.190 -0.131
```
Forces are in eV/Å.


[3]
Computed, not measured: a molecular structure, C43H40ClIIrN7OPS, with ωB97M-V/def2-TZVPD.

Results
LUMO energy (alpha / beta) = -5.4856 / -7.4200 eV
spin multiplicity = 6
E_HOMO (alpha / beta) = -11.333 / -13.471 eV
total charge = +2
maximum force = 0.38 eV Å⁻¹
relative energy (zero: lowest compared OMol25 entry of this formula, charge and spin) = 0.065 eV
E_tot = -3722.360227 a.u.

Structure (XYZ):
```
96
Properties=species:S:1:pos:R:3:forces:R:3
Ir -0.1784 0.3194 -0.5650 0.179 -0.313 -0.105
Cl 4.2996 5.6303 1.1931 -0.018 -0.024 0.009
C 3.4572 4.1506 1.1789 0.009 0.008 -0.027
C 3.6145 3.2806 2.2457 -0.006 -0.040 0.043
C 2.9743 2.0516 2.2692 0.004 0.201 -0.169
I 3.2420 0.7294 3.8064 0.045 -0.091 0.153
C 2.1107 1.6641 1.1874 -0.082 -0.153 -0.065
O 1.5606 0.5454 1.1265 -0.022 0.205 0.054
C 1.9166 2.6208 0.0948 -0.058 -0.123 0.027
N 1.0838 2.2237 -0.8817 0.026 0.097 0.034
C 0.9702 2.9902 -1.9523 0.027 -0.039 0.005
C 1.6540 4.1980 -2.0957 0.023 0.020 0.009
C 2.4661 4.6384 -1.0798 -0.030 -0.079 0.002
C 2.6146 3.8305 0.0588 -0.022 -0.010 -0.004
H 4.2648 3.5765 3.0572 0.002 -0.033 0.031
H 0.3074 2.6292 -2.7262 -0.006 0.019 -0.043
H 1.5301 4.7755 -2.9997 -0.007 0.018 -0.025
H 2.9973 5.5764 -1.1528 0.000 0.023 -0.011
N -2.3223 -0.9680 -0.6712 -0.041 0.104 0.089
C -2.1184 -2.2754 -1.2189 -0.008 0.021 -0.017
C -3.0497 -2.8534 -2.0693 0.038 -0.047 0.029
C -2.7947 -4.1044 -2.6135 0.037 0.001 -0.008
C -1.6250 -4.7839 -2.2963 -0.055 0.045 -0.005
C -0.6966 -4.1988 -1.4504 -0.027 -0.060 -0.004
C -0.9204 -2.9283 -0.9256 -0.082 -0.139 -0.073
P 0.2223 -2.0224 0.1273 0.069 0.349 -0.139
C 1.9048 -2.5861 -0.2471 -0.017 0.001 0.069
C 2.2829 -3.0781 -1.4952 -0.044 -0.026 -0.045
C 3.6094 -3.3872 -1.7521 0.048 0.017 0.010
C 4.5745 -3.1901 -0.7742 -0.001 0.010 0.007
C 4.2050 -2.6981 0.4709 0.023 -0.025 -0.024
C 2.8776 -2.4014 0.7373 0.039 -0.031 -0.008
C -0.1115 -2.6160 1.7994 0.025 0.079 0.071
C 0.1655 -1.8033 2.8970 0.001 -0.139 0.004
C 0.0691 -2.3244 4.1784 -0.014 0.034 0.001
C -0.3376 -3.6351 4.3716 -0.021 -0.024 0.018
C -0.6525 -4.4351 3.2811 0.016 0.013 0.040
C -0.5307 -3.9309 1.9983 -0.041 -0.100 -0.028
H -2.5058 -0.9788 0.3293 -0.023 -0.120 -0.008
H -3.0937 -0.4921 -1.1271 0.015 0.001 -0.018
H -3.9770 -2.3382 -2.2871 -0.020 0.013 -0.011
H -3.5203 -4.5577 -3.2748 -0.016 -0.006 -0.003
H -1.4395 -5.7666 -2.7053 0.001 -0.028 -0.011
H 0.2123 -4.7318 -1.2014 -0.020 -0.002 -0.007
H 1.5465 -3.2380 -2.2722 0.018 0.070 -0.013
H 3.8866 -3.7904 -2.7168 0.013 -0.001 -0.021
H 5.6088 -3.4340 -0.9758 0.012 -0.014 0.001
H 4.9479 -2.5640 1.2453 0.027 0.013 0.008
H 2.6050 -2.0347 1.7185 -0.052 0.023 0.016
H 0.4725 -0.7790 2.7550 0.039 0.108 -0.032
H 0.3053 -1.6986 5.0266 -0.005 0.043 0.046
H -0.4139 -4.0367 5.3731 -0.003 0.001 0.016
H -0.9783 -5.4550 3.4310 -0.010 -0.017 -0.002
H -0.7618 -4.5693 1.1544 0.013 0.020 0.033
C -4.0319 4.9530 0.4299 -0.053 0.035 0.061
C -3.0190 5.1045 -0.7030 0.086 0.029 -0.083
C -2.7287 3.7901 -1.3513 0.071 0.175 0.147
N -1.7961 2.9982 -0.9585 -0.016 0.032 -0.087
N -1.7708 1.8051 -1.6454 0.088 0.066 0.009
C -2.6905 1.7438 -2.5705 -0.058 -0.097 -0.034
N -2.9034 0.6510 -3.3586 -0.004 -0.045 0.013
S -3.6784 3.1527 -2.6567 -0.043 -0.057 -0.009
H -4.2247 5.9185 0.8933 -0.002 0.013 0.006
H -3.6531 4.2757 1.1947 0.013 -0.021 0.015
H -4.9822 4.5624 0.0663 -0.018 -0.007 -0.022
H -2.0697 5.4853 -0.3228 -0.032 -0.007 0.025
H -3.3749 5.8154 -1.4504 -0.025 -0.014 0.005
H -2.0860 0.0962 -3.5625 -0.010 0.028 -0.023
H -3.5312 0.7609 -4.1388 0.001 0.008 -0.020
C -1.7455 1.7054 1.8050 0.036 0.083 0.068
C -1.7563 1.1495 3.0855 -0.065 0.062 -0.071
C -2.7392 0.2002 3.4629 -0.016 -0.047 0.086
C -2.7995 -0.2811 4.7518 -0.058 0.005 -0.091
C -1.8902 0.1637 5.7084 0.053 -0.020 0.076
C -0.9004 1.0837 5.3594 0.030 -0.035 -0.047
C -0.8226 1.5619 4.0711 -0.006 0.019 0.039
H -1.0563 2.4948 1.5383 0.057 -0.002 -0.005
H -2.5245 1.4833 1.0884 -0.058 -0.081 0.004
H -3.4703 -0.1184 2.7283 -0.019 -0.009 -0.001
H -3.5664 -0.9921 5.0278 -0.007 -0.016 0.004
H -1.9528 -0.2023 6.7241 -0.006 0.003 0.011
H -0.1998 1.4306 6.1074 0.010 0.006 0.018
H -0.0739 2.2995 3.8056 0.024 0.003 -0.009
N 3.0262 0.1964 -1.7845 0.035 -0.043 0.048
C 2.2115 -0.1944 -2.8162 0.042 -0.042 -0.039
C 2.7331 -0.3553 -4.1142 -0.071 0.004 0.052
C 1.9240 -0.8410 -5.1067 -0.017 -0.041 0.008
C 0.6001 -1.1845 -4.8054 0.026 0.029 0.039
C 0.1582 -0.9497 -3.5301 0.035 0.053 -0.035
N 0.9178 -0.4155 -2.5526 -0.011 0.007 -0.054
H 4.0093 0.0375 -1.9492 -0.011 0.029 -0.009
H 2.7317 -0.1515 -0.8794 -0.005 0.062 0.014
H 3.7714 -0.1204 -4.3036 0.028 -0.002 0.016
H 2.3186 -0.9888 -6.1026 -0.009 0.003 -0.024
H -0.0543 -1.6287 -5.5401 -0.011 -0.006 -0.024
H -0.8413 -1.2410 -3.2296 0.001 -0.040 0.022
```
Forces are in eV/Å.


> The lowest relative energy (zero: lowest compared OMol25 entry of this formula, charge and spin) belongs to which entry?

C43H40Cl3GeIrP2Si


> Among the records above, which one has the highest total charge?

C43H40BrN5O3PSTi


> Number 2 is which compound?

C43H40Cl3GeIrP2Si